Record 1
Formula: CClO2S
Source: the OMol25 dataset
Level of theory: ωB97M-V/def2-TZVPD

The geometry in XYZ format:
```
5
Properties=species:S:1:pos:R:3:lowdin_charge:R:1
C -1.32 -0.98 0.98 -0.43
O -1.44 0.04 1.51 0.21
O -1.30 -2.02 0.49 0.20
S 1.82 2.46 -1.89 -0.56
Cl 2.24 0.50 -1.09 -0.42
```

## Properties
orbital gap = 0.2122 Eh
spin multiplicity = 1
relative energy (zero: lowest compared OMol25 entry of this formula, charge and spin) = 3.9 kcal/mol
E_LUMO = 2.940 eV
HOMO energy = -2.83 eV
total charge = -1

Record 2
Formula: CCsO3
Source: the OMol25 dataset
Level of theory: ωB97M-V/def2-TZVPD

The geometry in XYZ format:
```
5
Properties=species:S:1:pos:R:3:lowdin_charge:R:1
Cs -22.34 -14.90 19.21 1.25
C -23.92 -17.72 19.69 -1.21
O -25.02 -17.75 20.24 -0.12
O -23.39 -18.74 19.27 -0.11
O -23.32 -16.66 19.60 -0.82
```

## Properties
orbital gap = 0.1233 Eh
spin multiplicity = 1
relative energy (zero: lowest compared OMol25 entry of this formula, charge and spin) = 27.0 kcal/mol
E_LUMO = 1.793 eV
HOMO energy = -1.56 eV
total charge = -1

Record 3
Formula: CCuO3
Source: the OMol25 dataset
Level of theory: ωB97M-V/def2-TZVPD

The geometry in XYZ format:
```
5
Properties=species:S:1:pos:R:3:lowdin_charge:R:1
O 0.12 -0.68 0.21 0.10
C 1.16 -0.59 0.77 -0.32
O 2.12 -0.70 1.38 0.28
O -1.60 1.71 -1.12 -0.52
Cu -1.33 0.06 -0.75 0.46
```

## Properties
orbital gap (spin up / spin down) = 0.3171 / 0.2919 Eh
spin multiplicity = 2
relative energy (zero: lowest compared OMol25 entry of this formula, charge and spin) = 0.0 kcal/mol
E_LUMO (spin up / spin down) = -0.507 / -0.506 eV
HOMO energy (spin up / spin down) = -9.14 / -8.45 eV

Record 4
Formula: CDyF2
Source: the OMol25 dataset
Level of theory: ωB97M-V/def2-TZVPD

The geometry in XYZ format:
```
4
Properties=species:S:1:pos:R:3:lowdin_charge:R:1
C 1.33 0.03 0.43 -0.28
F -1.17 1.42 0.38 -0.76
Dy -0.94 -0.59 -0.59 1.26
F 2.40 0.68 -0.13 -0.23
```

## Properties
orbital gap (spin up / spin down) = 0.2248 / 0.1819 Eh
spin multiplicity = 7
E_LUMO (spin up / spin down) = -0.528 / -1.465 eV
HOMO energy (spin up / spin down) = -6.64 / -6.42 eV

Record 5
Formula: CF13K6N5O23S11
Source: the OMol25 dataset
Level of theory: ωB97M-V/def2-TZVPD

The geometry in XYZ format:
```
59
Properties=species:S:1:pos:R:3:lowdin_charge:R:1
K 3.41 -2.85 -0.21 0.94
K -0.74 -2.67 -4.11 0.96
K -1.03 2.64 3.01 0.89
K -2.12 -2.90 3.29 0.94
K 2.99 1.34 2.17 0.89
K -2.80 2.16 -1.10 0.92
N -0.18 1.87 -6.14 -0.22
S 0.76 1.24 -7.09 0.40
O 0.75 -0.23 -7.25 -0.32
O 1.93 1.96 -7.55 -0.27
F -0.14 1.59 -8.35 -0.22
S 0.60 1.23 -4.81 0.56
O 1.86 1.80 -4.41 -0.23
O 0.32 -0.13 -4.55 -0.38
F -0.45 1.89 -3.73 -0.24
N 3.27 -0.87 4.10 -0.28
S 3.93 -2.23 3.91 0.41
O 3.71 -2.83 2.59 -0.37
O 4.26 -3.04 5.05 -0.22
F 5.41 -1.71 3.63 -0.20
S 1.83 -1.60 4.53 0.57
O 1.62 -1.52 5.94 -0.24
O 1.15 -2.72 3.79 -0.29
F 0.97 -0.35 4.02 -0.23
N -3.39 2.07 1.59 -0.41
S -4.55 2.75 2.21 0.42
O -4.83 2.60 3.61 -0.25
O -5.73 3.12 1.39 -0.27
F -3.76 4.19 2.20 -0.23
S -3.89 0.47 1.90 0.59
O -5.20 -0.01 1.43 -0.22
O -3.33 -0.11 3.07 -0.27
F -2.86 -0.05 0.79 -0.23
N 0.92 5.17 0.29 -0.23
S 2.09 5.82 -0.19 0.29
O 1.92 6.50 -1.41 -0.23
O 3.35 5.26 0.31 -0.30
F 1.91 6.98 0.86 -0.19
S 1.23 3.73 -0.69 0.64
O 1.53 2.58 0.18 -0.41
O 1.89 3.79 -1.97 -0.22
F -0.27 3.37 -1.05 -0.25
N -1.06 -5.99 -0.24 -0.21
S -1.72 -4.85 -0.88 0.43
O -1.08 -4.20 -2.03 -0.43
O -2.71 -4.11 -0.07 -0.29
F -2.75 -5.87 -1.64 -0.21
S -0.06 -4.96 0.78 0.71
O -0.80 -4.57 2.01 -0.42
O 0.89 -4.11 0.04 -0.36
F 0.94 -6.12 1.31 -0.17
C -0.22 -0.70 -0.99 -0.57
F -1.43 -1.16 -1.09 0.14
F 0.55 -1.49 -1.73 0.11
F -0.30 0.64 -1.41 0.04
S 0.28 -0.72 0.89 0.52
O -0.08 0.60 1.35 -0.41
O -0.54 -1.75 1.56 -0.40
O 1.73 -0.94 0.88 -0.43
```

## Properties
orbital gap = 0.3002 Eh
spin multiplicity = 1
E_LUMO = -1.484 eV
HOMO energy = -9.65 eV

Record 6
Formula: CF2IO3S
Source: the OMol25 dataset
Level of theory: ωB97M-V/def2-TZVPD

The geometry in XYZ format:
```
8
Properties=species:S:1:pos:R:3:lowdin_charge:R:1
C -0.17 0.59 -0.62 -0.38
O -0.28 -1.29 1.26 -0.36
O -0.87 0.96 2.05 -0.37
O -2.16 0.01 0.19 -0.35
F -0.10 -0.47 -1.45 0.01
F -0.95 1.48 -1.16 0.04
S -0.96 -0.04 0.98 0.43
I 5.48 -1.24 -1.26 0.00
```

## Properties
orbital gap (spin up / spin down) = 0.3055 / 0.0993 Eh
spin multiplicity = 1
relative energy (zero: lowest compared OMol25 entry of this formula, charge and spin) = 64.1 kcal/mol
E_LUMO (spin up / spin down) = 2.728 / -1.310 eV
HOMO energy (spin up / spin down) = -5.58 / -4.01 eV
total charge = -1